The following is a DFT calculation (wB97M-V/def2-TZVPD) of one molecule with the formula C3H6N4O2 at a distorted geometry.

Each line ends with the natural charge from an NBO analysis.
CARTESIAN COORDINATES (ANGSTROEM)
C  -1.01691  -0.17285  -0.18821  0.643
C  1.06666  -1.19775  0.07097  0.735
C  1.20339  0.37785  0.03374  0.311
N  -1.67563  -0.13567  -1.43614  -0.841
N  -1.93941  -0.03704  0.89185  -0.861
N  2.45800  0.86840  0.16721  -0.798
O  -0.30613  -1.41510  -0.06073  -0.504
N  0.08596  0.94297  -0.08888  -0.509
O  1.87426  -2.02171  0.35124  -0.536
H  -2.63352  0.17569  -1.34892  0.390
H  -1.16486  0.40545  -2.11985  0.379
H  -1.85904  0.86077  1.33647  0.386
H  -1.82054  -0.77370  1.56269  0.385
H  2.57076  1.87007  0.25897  0.405
H  3.15700  0.25262  0.56959  0.416

Summary:
* HOMO: -9.6882 eV
* energy relative to the best compared isomer or geometry (same formula, charge and spin): 0.000 eV
* LUMO: 0.746 eV
* gap between HOMO and LUMO: 10.434 eV

The following is a DFT calculation (wB97M-V/def2-TZVPD) of a 2-piece molecular cluster, C9H14 overall at a distorted geometry.

Each line ends with the natural charge from an NBO analysis.
CARTESIAN COORDINATES (ANGSTROEM)
C  -0.13622  0.28902  -3.62225  -0.627
C  -1.05880  0.89738  -2.57249  -0.620
H  -0.49687  -0.71018  -3.84078  0.209
H  -0.37114  0.69867  -4.61528  0.211
H  0.89820  0.38704  -3.33346  0.209
H  -0.74202  1.85308  -2.16980  0.203
H  -1.28743  0.21706  -1.75528  0.209
H  -2.05126  1.20528  -2.91466  0.207
C  0.61489  -1.91634  -0.51298  -0.637
C  -0.37045  -0.20430  2.71329  -0.209
C  0.00695  1.11071  2.45800  -0.222
C  -0.14849  -1.18984  1.76586  -0.207
C  0.35857  -0.85775  0.51217  -0.028
C  0.44721  1.47409  1.19687  -0.209
C  0.58610  0.47889  0.23236  -0.199
H  -0.62391  -0.53521  3.71512  0.213
H  -0.23946  1.91031  3.14131  0.211
H  -0.49895  -2.20275  1.91512  0.208
H  0.61872  2.50850  0.93567  0.213
H  1.52436  -2.46517  -0.26301  0.224
H  0.80855  -1.46920  -1.49733  0.215
H  0.86548  0.72649  -0.77998  0.206
H  -0.21212  -2.59280  -0.73927  0.220

Summary:
* HOMO: -9.0362 eV
* energy relative to the best compared isomer or geometry (same formula, charge and spin): 0.565 eV
* LUMO: 1.051 eV
* gap between HOMO and LUMO: 10.088 eV

The following is a DFT calculation (wB97M-V/def2-TZVPD) of C12H31O4P2S4SiTi as an isolated structure.

Each line ends with the natural charge from an NBO analysis.
CARTESIAN COORDINATES (ANGSTROEM)
Ti  0.62116  0.03139  0.02024  0.813
C  -3.91242  4.67365  -2.28835  -0.619
C  -2.97041  3.52682  -2.00275  -0.068
O  -1.73032  4.08578  -1.54948  -0.834
P  -0.70310  3.16473  -0.71197  1.682
S  0.85162  4.20043  -0.24867  -0.621
S  -0.48685  1.43412  -1.75862  -0.579
O  -1.56860  2.67412  0.54307  -0.842
C  -1.55162  3.33128  1.81440  -0.061
C  -2.34104  4.62201  1.79195  -0.638
H  -4.85025  4.29940  -2.70335  0.203
H  -3.46613  5.36144  -3.00721  0.210
H  -4.13332  5.22933  -1.37629  0.207
H  -2.78192  2.93117  -2.89817  0.186
H  -3.37631  2.86052  -1.23833  0.189
H  -0.51385  3.49569  2.10751  0.208
H  -1.98582  2.60566  2.50131  0.192
H  -1.91383  5.33244  1.08386  0.224
H  -2.32152  5.07604  2.78560  0.205
H  -3.38266  4.43672  1.52118  0.198
C  -1.36698  -5.10664  -1.90195  -0.637
C  -1.06397  -3.82108  -2.64307  -0.060
O  -1.66247  -2.67329  -2.03186  -0.811
P  -1.15876  -2.00713  -0.64747  1.358
S  0.32893  0.18521  2.10468  -0.553
S  0.90130  -2.29881  -0.54330  -0.594
O  -1.80094  -3.09522  0.38990  -0.838
C  -1.58447  -2.89746  1.79272  -0.072
C  -2.31572  -3.99282  2.53153  -0.618
H  -1.08905  -5.95882  -2.52711  0.199
H  -2.43116  -5.17332  -1.67432  0.213
H  -0.81707  -5.16745  -0.96411  0.223
H  -1.47390  -3.84816  -3.65339  0.176
H  0.01273  -3.65319  -2.71689  0.192
H  -1.94154  -1.90588  2.08221  0.192
H  -0.51123  -2.91922  1.99812  0.197
H  -3.38623  -3.95322  2.32632  0.204
H  -2.16498  -3.88118  3.60675  0.207
H  -1.94498  -4.97391  2.23135  0.204
C  5.47249  0.81555  0.66830  -1.110
Si  4.03145  -0.35267  0.35479  1.679
C  4.55995  -1.57226  -0.97131  -1.115
C  3.74689  -1.30331  1.93976  -1.120
C  2.57720  0.61819  -0.25031  -1.362
H  6.36736  0.26849  0.98002  0.217
H  5.22071  1.52936  1.45627  0.231
H  5.71485  1.38597  -0.23136  0.227
H  5.37348  -2.20889  -0.61219  0.220
H  4.90588  -1.05126  -1.86779  0.225
H  3.73014  -2.21953  -1.26292  0.241
H  4.64860  -1.86235  2.20785  0.217
H  2.91598  -2.00450  1.83883  0.246
H  3.49166  -0.63071  2.76145  0.242
H  2.65578  0.73013  -1.34184  0.243
H  2.57529  1.62661  0.18443  0.281

Summary:
* charge: -1
* HOMO: -5.1489 eV
* LUMO: 2.848 eV
* gap between HOMO and LUMO: 7.997 eV

The following is a DFT calculation (wB97M-V/def2-TZVPD) of C2H2INO2S as an isolated structure at a distorted geometry.

Each line ends with the natural charge from an NBO analysis.
CARTESIAN COORDINATES (ANGSTROEM)
C  1.57886  1.52722  0.68987  -0.055
C  -0.38113  -1.40956  -0.44581  -0.860
N  2.35797  2.33571  0.87035  -0.362
O  -0.33164  1.25881  -1.05238  -0.937
O  -0.79556  0.69504  1.31624  -0.951
S  -0.00255  0.52668  0.13481  1.890
I  -2.45112  -1.31389  -0.37101  0.780
H  0.02453  -2.07601  0.30313  0.238
H  0.00064  -1.54400  -1.44520  0.257

Summary:
* HOMO (spin up / spin down): -7.2064 / -10.5859 eV
* energy relative to the best compared isomer or geometry (same formula, charge and spin): 1.913 eV
* expectation value of S²: 2.013
* multiplicity: 3
* LUMO (spin up / spin down): -0.752 / -5.347 eV
* gap between HOMO and LUMO (spin up / spin down): 6.455 / 5.239 eV

The following is a DFT calculation (wB97M-V/def2-TZVPD) of a 2-piece molecular cluster, C5H12NO2 overall at a distorted geometry.

Each line ends with the natural charge from an NBO analysis.
CARTESIAN COORDINATES (ANGSTROEM)
O  1.32661  -2.22305  1.48403  -0.487
C  0.48013  -1.53941  0.97645  0.417
C  0.53151  -0.02841  1.17727  -0.132
C  0.02101  0.79595  -0.01825  -0.461
C  -1.44164  1.10683  -0.00144  -0.226
C  -2.29224  0.95314  -0.99482  -0.327
N  2.00673  0.28735  1.48227  -0.676
H  -0.29543  -1.92563  0.30713  0.188
H  0.04301  0.22880  2.10685  0.242
H  0.42387  0.19066  -0.83974  0.233
H  0.60552  1.71179  -0.08856  0.223
H  -1.84906  1.28904  0.98942  0.216
H  -2.27190  0.62432  -2.03112  0.211
H  -3.31976  1.24130  -0.82065  0.219
H  2.55868  -0.51424  1.16201  0.463
H  2.16256  0.46491  2.47480  0.452
H  2.31538  1.14075  1.01468  0.441
H  -0.52144  -0.57286  -2.53058  0.459
H  -0.15069  -1.71555  -3.38884  0.486
O  -0.33283  -1.51570  -2.46092  -0.941

Summary:
* charge: +1
* HOMO: -13.8438 eV
* energy relative to the best compared isomer or geometry (same formula, charge and spin): 2.162 eV
* LUMO: -3.830 eV
* gap between HOMO and LUMO: 10.013 eV

The following is a DFT calculation (wB97M-V/def2-TZVPD) of C24H41Br2F3NO9P as an isolated structure.

Each line ends with the Löwdin charge.
CARTESIAN COORDINATES (ANGSTROEM)
C  -1.34335  -0.77261  1.46273  -0.011
C  -0.54172  -1.15420  0.20751  -0.365
C  -1.09439  -2.52551  -0.26383  -0.135
C  -0.21664  -3.39556  -1.18426  -0.077
C  -0.85565  -4.11622  -2.35727  -0.518
O  -0.21616  -4.82496  -3.08502  0.117
O  -2.16969  -3.89334  -2.60424  0.077
C  0.99113  -1.14766  0.52086  -0.250
P  1.68274  -2.61140  1.34901  0.793
O  0.61564  -3.49921  1.87617  -0.426
C  1.62844  -0.77290  -0.79474  -0.499
O  2.79520  -0.78261  -1.08082  0.138
O  0.66032  -0.43446  -1.68001  0.075
C  -0.52392  -0.07288  -0.93123  -0.427
N  -1.67453  -0.11202  -1.81137  0.146
C  -0.33143  1.35108  -0.38466  -0.089
C  -0.62964  2.52477  -1.33579  -0.179
C  0.11357  2.64839  -2.66807  -0.752
F  -0.08490  1.59395  -3.50582  -0.003
Br  -0.67700  4.20097  -3.58788  0.739
C  1.69720  2.82528  -2.51432  -0.875
F  2.04233  2.77021  -1.20540  0.028
F  2.29714  1.79432  -3.13021  0.050
Br  2.44984  4.45777  -3.24769  0.805
H  -1.07738  0.20414  1.86030  0.061
H  -1.13097  -1.51598  2.23212  0.089
H  -2.41681  -0.79461  1.24614  0.100
H  -1.26530  -3.09303  0.64793  0.086
H  -2.07877  -2.37367  -0.71123  0.105
H  0.23723  -4.20043  -0.60014  0.109
H  0.59870  -2.83032  -1.63487  0.121
H  -2.66844  -3.98460  -1.77736  0.079
H  1.15722  -0.33193  1.23605  0.138
H  2.53196  -2.11256  2.34504  0.024
H  2.50324  -3.23666  0.39654  0.036
H  -1.59631  -0.86718  -2.48460  0.101
H  -2.50306  -0.28169  -1.25269  0.098
H  0.66321  1.46254  0.04622  0.122
H  -1.00695  1.46516  0.45248  0.080
H  -1.69844  2.56533  -1.54632  0.105
H  -0.38350  3.44241  -0.79264  0.114
C  -1.91272  4.89083  2.44535  -0.012
C  -1.57034  3.55079  3.04692  -0.483
O  -1.13187  2.64352  2.37897  0.066
C  -1.78114  3.38846  4.53181  -0.016
H  -1.71130  4.87897  1.37691  0.076
H  -2.96680  5.11721  2.61328  0.088
H  -1.31873  5.67496  2.91719  0.088
H  -2.83425  3.52128  4.78374  0.087
H  -1.19342  4.13325  5.07087  0.084
H  -1.46527  2.39114  4.83010  0.080
C  2.56800  2.71571  -6.62388  -0.029
C  2.27070  4.15882  -6.95117  -0.526
O  2.96441  5.05732  -6.53897  0.032
C  1.04951  4.42277  -7.79930  -0.023
H  3.45937  2.65728  -6.00451  0.078
H  1.72612  2.27379  -6.08678  0.079
H  2.72227  2.14645  -7.54226  0.085
H  0.16046  4.03371  -7.29989  0.079
H  1.14628  3.91977  -8.76288  0.084
H  0.93824  5.49259  -7.95771  0.081
C  2.09801  0.19853  7.00818  -0.024
C  1.95570  1.08522  5.79545  -0.510
O  1.66111  0.63782  4.71307  0.059
C  2.19950  2.56207  6.00006  -0.025
H  1.89832  -0.83382  6.73266  0.081
H  3.10789  0.27837  7.41347  0.085
H  1.39653  0.51011  7.78377  0.085
H  3.21680  2.72546  6.35860  0.085
H  1.50284  2.96099  6.73948  0.083
H  2.06697  3.08418  5.05531  0.079
C  -0.99091  -6.16591  1.35013  -0.008
C  -2.09705  -6.28696  0.33369  -0.454
O  -2.53172  -5.30898  -0.23938  0.060
C  -2.63958  -7.66526  0.05389  -0.013
H  -0.70193  -5.12231  1.43227  0.035
H  -1.31879  -6.52872  2.32569  0.094
H  -0.12008  -6.74700  1.04136  0.097
H  -3.03915  -8.10071  0.97109  0.087
H  -1.83864  -8.31126  -0.30814  0.090
H  -3.42552  -7.60856  -0.69506  0.084

Summary:
* HOMO: -9.2733 eV
* LUMO: 0.294 eV
* gap between HOMO and LUMO: 9.568 eV

The following is a DFT calculation (wB97M-V/def2-TZVPD) of C2H7N3S as an isolated structure at a distorted geometry.

Each line ends with the natural charge from an NBO analysis.
CARTESIAN COORDINATES (ANGSTROEM)
C  2.24215  0.25322  1.22900  -0.596
C  0.57386  -0.08199  -0.45165  0.514
H  2.57098  1.32109  1.89030  0.239
H  2.95885  -0.00214  -0.15491  0.317
H  2.20686  -1.09939  1.63437  0.200
H  0.29341  -0.55625  1.29885  0.348
H  1.33471  -0.50042  -2.07369  0.340
H  -0.77497  -0.85287  -1.81235  0.418
H  -2.37446  1.32512  0.68156  0.156
N  0.75757  0.77294  0.77330  -0.539
N  1.64512  -0.24928  -1.19289  -0.770
N  -0.78676  -0.20739  -0.86181  -0.811
S  -2.15143  -0.17977  0.17760  0.183

Summary:
* HOMO: -8.5589 eV
* energy relative to the best compared isomer or geometry (same formula, charge and spin): 9.287 eV
* LUMO: -0.054 eV
* gap between HOMO and LUMO: 8.505 eV